No. 1
# C13H21F5FeO2P2

C13H21F5FeO2P2 as an isolated structure at a distorted geometry (wB97M-V/def2-TZVPD, the Open Molecules 2025 dataset).

Multiplicity = 6
Total charge = +1
⟨S²⟩ = 8.8793
LUMO (spin up / spin down) = -4.692 / -5.286 eV
F_max = 4.462 eV/A
HOMO-LUMO gap (spin up / spin down) = 0.1002 / 0.2573 Ha

Structure (XYZ):
```
44
Properties=species:S:1:pos:R:3:mulliken_spin:R:1
Fe -0.6882 0.7576 -0.4888 3.186
H 0.9616 0.7833 -0.2321 0.052
H 0.6585 -0.1310 -0.6386 0.051
P -0.1644 2.8760 0.2236 -0.007
P -1.4483 -1.1464 -1.6821 -0.050
C -2.3769 -2.4156 -0.7210 -0.005
H -2.7823 -3.1984 -1.3803 -0.003
H -1.7152 -2.8839 0.0265 0.004
H -3.1987 -1.9251 -0.1883 0.000
C -2.6369 -0.6356 -2.9576 -0.003
H -2.1404 0.0611 -3.6404 -0.001
H -3.0138 -1.5060 -3.5174 0.000
H -3.4720 -0.1153 -2.4761 0.001
C -0.2367 -2.1684 -2.6198 0.005
H 0.4659 -2.6575 -1.9298 0.003
H -0.7490 -2.9451 -3.2140 -0.002
H 0.3311 -1.5165 -3.2933 -0.002
C -1.2657 4.1044 -0.6073 -0.002
H -1.0330 5.1369 -0.2992 0.002
H -1.1421 4.0041 -1.6908 -0.001
H -2.3065 3.8716 -0.3547 0.000
C -0.3952 3.3006 2.0082 0.005
H 0.3049 2.7066 2.6102 -0.001
H -0.2276 4.3721 2.2067 -0.001
H -1.4148 3.0305 2.3057 -0.001
C 1.5115 3.5796 -0.1236 0.006
H 1.7223 3.4636 -1.1925 0.000
H 1.5768 4.6444 0.1507 -0.002
H 2.2603 3.0131 0.4433 0.000
C -1.0174 0.0003 1.3431 -0.016
O -1.2775 -0.4138 2.3273 0.045
H -0.2708 1.2996 -1.9654 -0.170
F 4.0129 -3.4030 3.3879 0.055
C 3.0821 -2.8470 2.6082 0.522
C 2.2526 -3.6492 1.7959 0.035
F 2.4195 -4.9862 1.8220 -0.004
C 1.3053 -3.0756 1.0074 0.387
F 0.5033 -3.8841 0.2237 0.014
C 1.1047 -1.6672 0.9649 0.254
O 0.1391 -1.2923 0.2157 0.242
C 1.9449 -0.8986 1.7752 0.079
F 1.8096 0.4913 1.8135 -0.003
C 2.9098 -1.4503 2.5869 0.303
F 3.6966 -0.6847 3.3664 0.020
```


No. 2
# C13H21LuNS

C13H21LuNS as an isolated structure (wB97M-V/def2-TZVPD, the Open Molecules 2025 dataset).

ΔE to the lowest compared entry with this formula, charge and spin = 0.00 kcal/mol
Multiplicity = 1
Total charge = +3
LUMO = -12.130 eV
F_max = 0.355 eV/A
HOMO-LUMO gap = 0.3067 Ha

Structure (XYZ):
```
37
Properties=species:S:1:pos:R:3:nbo_charge:R:1
Lu -0.5412 -0.7404 1.2966 2.181
C 1.2807 -0.1914 3.2225 -0.238
C 0.3611 -1.0760 3.8080 -0.261
C -0.9867 -0.7005 3.9417 -0.261
C -1.4158 0.5539 3.4797 -0.246
C -0.4964 1.4348 2.8856 -0.235
C 0.8514 1.0642 2.7624 -0.229
H 2.3236 -0.4756 3.1302 0.299
H 0.6937 -2.0440 4.1699 0.303
H -1.6934 -1.3780 4.4100 0.299
H -2.4539 0.8497 3.5858 0.298
H -0.8283 2.4052 2.5318 0.299
H 1.5618 1.7501 2.3155 0.295
C 1.3159 0.5070 -3.7331 -0.592
C 2.1672 0.6212 -2.4527 -0.198
C 2.6150 2.0747 -2.1948 -0.592
C 3.3726 -0.3475 -2.4880 -0.590
C 1.3378 0.2117 -1.3246 0.769
N 0.6856 -0.1199 -0.4215 -0.825
H 1.9574 0.7958 -4.5654 0.271
H 0.4638 1.1855 -3.7151 0.231
H 0.9785 -0.5137 -3.9084 0.233
H 3.2349 2.3708 -3.0410 0.271
H 3.2191 2.1616 -1.2925 0.231
H 1.7673 2.7570 -2.1452 0.233
H 4.0006 -0.0412 -3.3246 0.270
H 3.0591 -1.3760 -2.6615 0.235
H 3.9711 -0.2878 -1.5800 0.232
C -3.0230 -0.8014 -1.4917 -0.709
S -3.0141 -0.5263 0.3075 0.132
C -4.2242 -1.7486 0.9148 -0.700
H -4.0284 -0.5560 -1.8311 0.287
H -2.7780 -1.8322 -1.7331 0.254
H -2.3203 -0.1066 -1.9466 0.255
H -3.9405 -2.7540 0.6164 0.256
H -5.1804 -1.4679 0.4759 0.286
H -4.2933 -1.6581 1.9969 0.259
```


No. 3
# C13H21MoN6OS2

C13H21MoN6OS2 as an isolated structure (wB97M-V/def2-TZVPD, the Open Molecules 2025 dataset).

Multiplicity = 1
Total charge = +3
LUMO (spin up / spin down) = -12.322 / -12.327 eV
F_max = 0.647 eV/A
HOMO-LUMO gap (spin up / spin down) = 0.2079 / 0.2077 Ha

Structure (XYZ):
```
44
Properties=species:S:1:pos:R:3:nbo_charge:R:1
Mo -0.2313 0.7056 -0.3740 1.027
C -3.4471 -2.0287 0.1302 -0.439
C -2.7803 -2.2171 1.4959 -0.448
C -1.9803 -0.9553 1.6813 -0.043
O -1.5440 -0.6016 0.2526 -0.563
C -2.3418 -1.4661 -0.7250 -0.077
H -4.2850 -1.3340 0.1884 0.242
H -3.8100 -2.9676 -0.2854 0.289
H -2.1348 -3.0947 1.5113 0.249
H -3.5148 -2.3197 2.2938 0.288
H -1.0612 -1.0569 2.2504 0.230
H -2.5763 -0.1099 2.0152 0.210
H -1.6396 -2.2190 -1.0761 0.223
H -2.6668 -0.8010 -1.5239 0.222
S 0.6609 1.5021 1.4712 0.345
C 1.0678 3.1195 1.1090 -0.026
N 1.2876 4.2254 0.8704 -0.178
N 1.6932 -1.4502 -4.7710 -0.717
C 1.9749 -0.9742 -3.5652 0.401
C 1.0092 -0.4251 -2.6925 -0.094
N 1.3879 0.0389 -1.4858 -0.484
C 2.6752 -0.0035 -1.0993 -0.023
C 3.6037 -0.5487 -1.9974 0.088
N 3.2677 -1.0129 -3.1733 -0.329
H 0.7655 -1.4618 -5.1640 0.423
H 2.4541 -1.8136 -5.3313 0.452
H -0.0366 -0.3268 -2.9751 0.215
H 2.9490 0.3643 -0.1249 0.244
H 4.6509 -0.5975 -1.7200 0.260
C -0.7853 5.6306 -1.6681 -0.420
N -1.3921 5.0768 -0.4557 -0.304
C -1.7798 5.9803 0.6571 -0.231
C -2.4172 5.0277 1.6863 -0.231
N -2.1315 3.7002 1.0862 -0.549
C -1.5904 3.8357 -0.1123 0.387
S -1.1404 2.5264 -1.2398 0.186
H -1.4126 6.4476 -2.0178 0.257
H -0.7228 4.8764 -2.4473 0.228
H 0.2092 6.0080 -1.4336 0.253
H -2.4680 6.7357 0.2844 0.257
H -0.8808 6.4690 1.0315 0.253
H -3.4923 5.1661 1.7765 0.247
H -1.9568 5.1018 2.6674 0.250
H -2.4340 2.8287 1.4853 0.431
```


No. 4
# C13H21N2O2P

One molecule with the formula C13H21N2O2P (wB97M-V/def2-TZVPD, the Open Molecules 2025 dataset).

ΔE to the lowest compared entry with this formula, charge and spin = 0.00 kcal/mol
SMILES = O=[P@@](O)(CCc1ccccn1)CN1CCCCC1
Multiplicity = 1
LUMO = 0.557 eV
F_max = 0.736 eV/A
HOMO-LUMO gap = 0.3220 Ha

Structure (XYZ):
```
39
Properties=species:S:1:pos:R:3:nbo_charge:R:1
O -0.2494 3.1673 1.1433 -1.105
P -0.0868 1.7839 0.6767 2.152
O -0.5979 0.7271 1.7553 -1.034
C -0.9831 1.4076 -0.8950 -0.787
C -2.4730 1.7030 -0.7228 -0.457
C -3.2753 0.5087 -0.3011 0.257
C -4.5614 0.2950 -0.7939 -0.246
C -5.2699 -0.8167 -0.3752 -0.147
C -4.6773 -1.6940 0.5219 -0.265
C -3.3985 -1.4030 0.9609 0.064
N -2.7216 -0.3382 0.5612 -0.496
C 1.6819 1.3666 0.3526 -0.595
N 1.8589 0.2487 -0.5442 -0.460
C 3.1404 0.2375 -1.2282 -0.208
C 4.3139 -0.1620 -0.3273 -0.422
C 4.0432 -1.5367 0.2788 -0.398
C 2.7021 -1.5229 1.0081 -0.421
C 1.5938 -1.0438 0.0627 -0.227
H -1.3718 0.2120 1.4086 0.516
H -0.8022 0.3812 -1.2065 0.247
H -0.5526 2.0732 -1.6421 0.250
H -2.5713 2.4818 0.0445 0.253
H -2.8967 2.1010 -1.6473 0.220
H -4.9952 0.9940 -1.4923 0.222
H -6.2685 -0.9998 -0.7440 0.221
H -5.1940 -2.5735 0.8708 0.226
H -2.8827 -2.0433 1.6641 0.200
H 2.0902 2.2683 -0.1101 0.235
H 2.1630 1.2610 1.3389 0.205
H 3.3102 1.2258 -1.6623 0.198
H 3.0584 -0.4832 -2.0494 0.188
H 4.4307 0.5767 0.4687 0.197
H 5.2357 -0.1768 -0.9115 0.210
H 4.8457 -1.8139 0.9661 0.208
H 4.0128 -2.2823 -0.5205 0.191
H 2.7592 -0.8570 1.8715 0.198
H 2.4573 -2.5214 1.3744 0.210
H 0.6476 -0.9864 0.5998 0.214
H 1.4843 -1.7653 -0.7552 0.187
```


No. 5
# C13H21N2O3SScTe

C13H21N2O3SScTe as an isolated structure at a distorted geometry (wB97M-V/def2-TZVPD, the Open Molecules 2025 dataset).

ΔE to the lowest compared entry with this formula, charge and spin = 0.00 kcal/mol
Multiplicity = 1
Total charge = +2
LUMO = -6.333 eV
F_max = 2.893 eV/A
HOMO-LUMO gap = 0.3194 Ha

Structure (XYZ):
```
42
Properties=species:S:1:pos:R:3:nbo_charge:R:1
Sc -0.0172 0.2265 -0.2457 1.825
O -0.4723 -3.1166 1.7628 -0.519
C 0.1597 -2.1448 1.3768 0.751
O -0.3804 -0.9331 1.2352 -0.832
C 1.5499 -2.1672 0.8348 0.082
C 2.4792 -3.0735 1.3366 -0.177
C 3.7869 -3.0351 0.8259 -0.109
C 4.0043 -2.2246 -0.2752 -0.222
C 3.0126 -1.3562 -0.7172 0.023
N 1.7866 -1.3351 -0.1640 -0.546
H 2.0567 -3.8377 2.0173 0.278
H 4.5783 -3.5806 1.2291 0.249
H 4.9604 -2.1448 -0.8163 0.255
H 3.2330 -0.8212 -1.6420 0.221
C -1.3975 -3.2546 -1.3434 -0.848
Te -1.3921 -1.4068 -2.4641 0.504
C -3.3840 -1.0838 -1.7078 -0.820
H -0.4309 -3.7344 -1.2602 0.243
H -2.0419 -3.8877 -2.0015 0.257
H -1.7826 -2.9700 -0.2495 0.272
H -3.3026 -0.5650 -0.7591 0.218
H -3.7538 -2.0789 -1.5574 0.248
H -3.9843 -0.5720 -2.4857 0.257
C 3.3302 1.9827 1.2190 -0.827
S 2.7653 2.1761 -0.4272 1.269
C 2.6998 3.9846 -0.5945 -0.783
O 1.2883 1.6542 -0.4225 -1.044
H 4.2704 2.5000 1.2268 0.271
H 3.5137 0.9636 1.4156 0.264
H 2.6504 2.4953 1.9770 0.273
H 3.7926 4.1913 -0.3967 0.265
H 2.1177 4.5634 0.1789 0.275
H 2.3715 4.1456 -1.6250 0.272
C -5.1465 2.1659 0.0246 -0.613
C -4.0167 2.5221 0.9871 -0.563
C -2.7484 1.9701 0.5809 0.565
N -1.6956 1.5149 0.4814 -0.548
H -6.1505 2.4806 0.4279 0.264
H -5.1454 1.0957 -0.1488 0.220
H -5.1122 2.7443 -0.9503 0.240
H -4.2244 2.3329 2.1021 0.306
H -3.8283 3.6137 1.0142 0.287
```


No. 6
# C13H21N5O2S

One molecule with the formula C13H21N5O2S at a distorted geometry (wB97M-V/def2-TZVPD, the Open Molecules 2025 dataset).

ΔE to the lowest compared entry with this formula, charge and spin = 0.44 kcal/mol
SMILES = CCCCCCNS(=O)(=O)c1nc2nc(C)cc(C)n2n1
Multiplicity = 1
LUMO = 0.014 eV
F_max = 1.429 eV/A
HOMO-LUMO gap = 0.3599 Ha

Structure (XYZ):
```
42
Properties=species:S:1:pos:R:3:nbo_charge:R:1
C 3.5847 0.4578 2.4522 -0.601
C 2.5835 1.4478 3.0356 -0.400
C 1.8524 2.2084 1.9302 -0.425
C 0.7734 3.1605 2.4485 -0.387
C -0.4226 2.4930 3.1341 -0.410
C -1.1421 1.4695 2.2525 -0.243
N -0.6461 0.1282 2.4924 -0.843
S -1.3996 -1.0689 1.6528 2.315
O -2.8124 -0.8681 1.7199 -0.918
O -0.8453 -2.3208 2.0667 -0.915
C -0.8429 -0.8046 -0.0339 0.044
N 0.2389 -0.0470 -0.2568 -0.509
C 0.4114 -0.1130 -1.5689 0.496
N 1.3268 0.4505 -2.3335 -0.437
C 1.2689 0.2144 -3.6241 0.284
C 2.3087 0.8530 -4.4803 -0.651
C 0.2736 -0.6073 -4.2024 -0.319
C -0.6830 -1.1930 -3.4142 0.295
C -1.7854 -2.0761 -3.8674 -0.657
N -0.5945 -0.9276 -2.0949 -0.180
N -1.3789 -1.3549 -1.1035 -0.282
H 4.0962 -0.0850 3.2439 0.208
H 3.0782 -0.2622 1.8124 0.204
H 4.3305 0.9768 1.8537 0.201
H 1.8704 0.9064 3.6599 0.187
H 3.1068 2.1603 3.6787 0.198
H 1.4169 1.5046 1.2184 0.224
H 2.5872 2.8003 1.3777 0.205
H 1.2257 3.8604 3.1561 0.201
H 0.4006 3.7448 1.6034 0.199
H -0.1108 1.9972 4.0531 0.210
H -1.1302 3.2772 3.4094 0.216
H -2.2066 1.4250 2.4900 0.227
H -1.0375 1.7505 1.1959 0.187
H 0.3530 0.0415 2.3821 0.411
H 2.8835 0.0905 -5.0029 0.229
H 2.9734 1.4464 -3.8609 0.243
H 1.8403 1.4911 -5.2275 0.229
H 0.2686 -0.7732 -5.2673 0.231
H -1.7044 -3.0422 -3.3707 0.252
H -1.7602 -2.2110 -4.9443 0.230
H -2.7415 -1.6484 -3.5685 0.251
```